Record 1
C28H48BrN3P2PtS | the ωB97M-V functional and the def2-TZVPD basis

```
! wB97M-V def2-TZVPD RIJCOSX def2/J DEFGRID3
* xyz 2 3
N 7.5017 0.1586 1.5389
C 7.3689 -0.9737 0.8451
C 6.7013 -1.0232 -0.3819
C 6.1190 0.1628 -0.8965
C 6.3137 1.3593 -0.1612
C 7.0120 1.2976 1.0525
C 5.2498 0.1285 -2.0510
Pt -0.9263 0.6197 -1.0391
P -5.3075 -1.0440 0.7042
C 4.5661 1.2324 -2.5090
C 3.1968 1.1613 -2.9365
C 2.3819 2.3267 -2.9482
C 1.0197 2.2002 -2.6887
C 0.5508 0.9002 -2.3904
C 1.2150 -0.2269 -2.9144
C 2.5804 -0.1025 -3.1562
Br -3.5224 0.3768 0.3759
H 5.1393 -0.8418 -2.5465
H 5.0195 2.2269 -2.4808
H 6.6057 -1.9717 -0.9117
H 5.9071 2.3113 -0.5011
H 7.8007 -1.8815 1.2742
H 7.1641 2.2068 1.6425
H 2.8509 3.3050 -3.0706
H 3.1822 -0.9594 -3.4672
H 0.3249 3.0361 -2.6558
H 0.6518 -1.1413 -3.0977
P -0.0281 1.6965 0.7771
C -5.3597 -1.9657 -0.8433
C -6.6379 -2.7688 -1.0890
H -4.4798 -2.6289 -0.8443
H -5.1997 -1.2360 -1.6518
H -6.5468 -3.2802 -2.0555
H -6.8038 -3.5411 -0.3277
H -7.5312 -2.1322 -1.1417
C -6.6924 0.0577 0.9583
C -7.0702 0.9012 -0.2663
H -6.4254 0.7114 1.8034
H -7.5365 -0.5738 1.2811
H -7.9048 1.5583 0.0038
H -6.2394 1.5379 -0.5917
H -7.3985 0.2879 -1.1151
C -4.8657 -2.0526 2.1244
C -5.9203 -3.0992 2.5014
H -4.6901 -1.3627 2.9663
H -3.9011 -2.5349 1.8963
H -5.6100 -3.6019 3.4247
H -6.9033 -2.6491 2.6909
H -6.0325 -3.8710 1.7303
C -0.0410 0.8806 2.4122
C -1.3849 0.7651 3.1239
H 0.6638 1.4545 3.0332
H 0.3969 -0.1191 2.2649
H -1.2030 0.5685 4.1898
H -1.9798 1.6815 3.0497
H -1.9697 -0.0747 2.7333
C -0.7995 3.3296 1.0312
C -0.9385 4.1401 -0.2535
H -0.1845 3.8588 1.7760
H -1.7828 3.1466 1.4871
H -1.5576 5.0247 -0.0529
H 0.0340 4.4878 -0.6267
H -1.4281 3.5551 -1.0434
C 1.7561 2.0115 0.4376
C 2.6883 2.2497 1.6290
H 1.7859 2.8790 -0.2367
H 2.1035 1.1603 -0.1730
H 3.7109 2.3997 1.2540
H 2.3997 3.1510 2.1874
H 2.7120 1.3949 2.3166
C 2.2758 -3.5646 -1.5446
N 1.0683 -2.7703 -1.3466
C 0.8109 -2.0253 -0.2655
S -0.8452 -1.5100 -0.0210
N 1.7858 -1.7015 0.6007
C 3.1378 -1.3355 0.1822
H 2.6442 -3.9664 -0.5937
H 3.0560 -2.9629 -2.0317
H 2.0209 -4.3944 -2.2105
H 0.2387 -3.0108 -1.8928
H 1.4576 -1.2950 1.4750
H 3.5455 -0.6030 0.8886
H 3.7935 -2.2148 0.1850
H 3.1387 -0.8878 -0.8249
*
```

Output
Expectation value of S² = 2.01
HOMO energy (alpha / beta) = -0.4264 / -0.4257 Ha
HOMO-LUMO gap (alpha / beta) = 5.39 / 5.09 eV

Results of the Mulliken charge analysis, in e, for atoms 1 through 2:
1 N -0.5850
2 C -0.4460


Record 2
C28H48N2O10S5 | the ωB97M-V functional and the def2-TZVPD basis

```
! wB97M-V def2-TZVPD RIJCOSX def2/J DEFGRID3
* xyz 0 1
O -4.7230 -0.3227 -0.0572
C -3.6520 -0.8449 -0.8383
C -3.9065 -2.3180 -1.1871
C -2.6289 -3.2083 -1.1951
C -1.4383 -2.6304 -1.9452
C -1.6687 -1.7481 -3.0897
C -0.7089 -1.2008 -3.8478
C 0.6612 -1.5129 -3.5325
N 1.7366 -1.1026 -4.1593
S 2.9981 -1.8072 -3.3837
N 2.1837 -2.5978 -2.2429
C 0.8828 -2.3925 -2.3868
C -0.1688 -2.9504 -1.5830
C 0.2651 -3.8563 -0.4397
C -0.0565 -3.3142 0.9719
C 0.3965 -1.8615 1.2162
O 1.7419 -1.8408 1.7146
H -4.8466 0.6155 -0.2427
H -3.5931 -0.2871 -1.7904
H -2.7016 -0.6640 -0.3060
H -4.5781 -2.7370 -0.4206
H -4.4035 -2.4463 -2.1608
H -2.9035 -4.1423 -1.7229
H -2.4130 -3.4979 -0.1644
H -2.7041 -1.5241 -3.3508
H -0.9334 -0.5415 -4.6871
H -0.2881 -4.8074 -0.5581
H 1.3219 -4.1051 -0.5905
H -1.1084 -3.3923 1.2676
H 0.5053 -3.9407 1.6849
H -0.2392 -1.4526 2.0246
H 0.2566 -1.1895 0.3531
H 1.8022 -1.1068 2.3375
C 4.8230 2.6711 -1.0840
C 3.6977 1.9133 -1.7995
C 3.0803 0.9442 -0.7848
S 3.3308 1.6819 0.8310
O 4.2255 0.8434 1.5897
O 2.0599 2.1177 1.3591
C 4.2421 3.1103 0.2558
H 5.1713 3.5232 -1.6666
H 5.6724 2.0032 -0.9210
H 2.9398 2.6226 -2.1395
H 4.0638 1.3813 -2.6771
H 2.0143 0.8058 -0.9549
H 3.5857 -0.0207 -0.7926
H 5.0004 3.3819 0.9876
H 3.5316 3.9284 0.1281
C 1.4454 5.1027 2.8959
C 2.5888 5.9798 3.4211
C 2.7400 7.1625 2.4575
S 1.1179 7.4303 1.7340
O 1.1912 7.1424 0.3232
O 0.5721 8.6675 2.2291
C 0.3103 6.0617 2.5536
H 1.1351 4.3609 3.6302
H 1.7694 4.5725 1.9986
H 2.3369 6.3474 4.4186
H 3.5207 5.4205 3.5051
H 3.0554 8.0679 2.9710
H 3.4329 6.9348 1.6487
H -0.4372 5.6267 1.8938
H -0.1649 6.4491 3.4551
C -10.0976 0.1436 -1.9526
C -9.5827 -1.1187 -1.2502
C -8.0995 -0.8946 -0.9314
S -7.8903 0.8782 -0.7426
O -7.0378 1.3576 -1.8042
O -7.6262 1.1849 0.6392
C -9.5808 1.3175 -1.1277
H -11.1848 0.1532 -2.0230
H -9.6930 0.1929 -2.9665
H -10.1397 -1.2714 -0.3229
H -9.7218 -2.0077 -1.8649
H -7.8026 -1.3877 -0.0091
H -7.4593 -1.2214 -1.7489
H -9.6017 2.2644 -1.6629
H -10.1222 1.4064 -0.1858
C 4.6506 -3.4547 1.2106
C 5.7490 -2.5164 1.7227
C 6.8852 -3.3927 2.2651
S 6.8119 -4.9346 1.3469
O 6.4660 -5.9976 2.2571
O 7.9542 -5.0262 0.4723
C 5.3653 -4.5175 0.3822
H 3.9063 -2.9209 0.6213
H 4.1396 -3.9209 2.0562
H 6.1184 -1.9037 0.8970
H 5.3751 -1.8386 2.4890
H 7.8598 -2.9341 2.1140
H 6.7443 -3.6248 3.3196
H 4.7659 -5.4097 0.2142
H 5.7080 -4.1106 -0.5695
*
```

Output
HOMO energy = -0.3330 Ha
HOMO-LUMO gap = 8.40 eV

Results of the Mulliken charge analysis, in e, for atoms 1 through 2:
1 O -0.5396
2 C -0.3230


Record 3
C28H49BrFeNP3 | the ωB97M-V functional and the def2-TZVPD basis

```
! wB97M-V def2-TZVPD RIJCOSX def2/J DEFGRID3
* xyz 2 5
N 2.7036 -6.3724 2.6257
C 1.9305 -5.6101 3.3916
C 1.5064 -4.3311 2.9942
C 1.7973 -3.8907 1.6741
C 2.7043 -4.6757 0.9163
C 3.0981 -5.9251 1.4419
C 0.9310 -2.8481 1.0523
Fe 0.9104 -1.1958 -0.0403
P -1.1130 0.7839 -3.4372
C 0.5428 -3.0168 -0.3781
C -0.8446 -3.3712 -0.7080
C -1.1710 -3.5888 -2.0599
C -2.5007 -3.7085 -2.4445
C -3.5147 -3.6186 -1.4679
C -3.1796 -3.5963 -0.1037
C -1.8395 -3.5407 0.2761
Br -5.2652 -3.3682 -1.9689
H 0.1739 -2.5618 1.8000
H 1.2869 -3.4463 -1.0575
H 0.8850 -3.7365 3.6710
H 3.0503 -4.3884 -0.0676
H 1.6124 -6.0102 4.3633
H 3.7421 -6.5823 0.8487
H -0.3618 -3.6403 -2.7898
H -1.5638 -3.5766 1.3285
H -2.7515 -3.7903 -3.5077
H -3.9589 -3.5657 0.6547
P 3.0034 -0.5515 0.0768
C -2.5476 -0.2842 -3.0516
C -3.5034 -0.4362 -4.2434
H -3.0904 0.1500 -2.1982
H -2.1514 -1.2598 -2.7360
H -4.3598 -1.0576 -3.9541
H -3.8923 0.5385 -4.5659
H -3.0121 -0.9083 -5.1045
C 0.1555 -0.3719 -4.0507
C 0.2809 -0.2561 -5.5802
H -0.1350 -1.3907 -3.7522
H 1.1201 -0.1473 -3.5723
H 0.9700 -1.0161 -5.9635
H -0.6832 -0.3912 -6.0860
H 0.6710 0.7301 -5.8593
C -0.6889 1.6513 -1.9069
C -1.1660 3.1116 -1.9829
H 0.4033 1.5954 -1.7789
H -1.1767 1.1081 -1.0822
H -0.6665 3.7443 -1.2408
H -0.9553 3.5349 -2.9744
H -2.2474 3.1825 -1.8131
C 3.3876 1.2452 0.1861
C 4.8652 1.6293 0.1275
H 2.9218 1.5771 1.1269
H 2.8455 1.7426 -0.6315
H 5.4349 1.2135 0.9646
H 5.3336 1.3029 -0.8087
H 4.9609 2.7204 0.1819
C 2.5096 -0.8517 -1.6879
C 3.3893 -1.8452 -2.4700
H 2.5577 0.1335 -2.1756
H 1.4249 -1.2016 -1.7365
H 4.4530 -1.5821 -2.3771
H 3.2462 -2.8828 -2.1338
H 3.1094 -1.8130 -3.5314
C 4.5264 -1.4803 0.4135
C 4.8859 -1.5553 1.8994
H 5.3452 -1.0265 -0.1640
H 4.3864 -2.4979 0.0188
H 5.9440 -1.8274 2.0136
H 4.7310 -0.5981 2.4096
H 4.2930 -2.3154 2.4245
C 0.7414 0.0239 3.2419
P 0.0191 0.0595 1.5474
C -1.6879 -0.5059 1.9017
C -0.1634 1.8647 1.3286
H 0.9940 -1.0093 3.5177
H 0.0111 0.4312 3.9583
H 1.6507 0.6414 3.2683
H -2.2195 0.2749 2.4658
H -2.2173 -0.7214 0.9649
H -1.6542 -1.4243 2.5061
H -1.1923 2.1256 1.5982
H 0.5334 2.3748 2.0000
H 0.0424 2.1812 0.3000
*
```

Output
Expectation value of S² = 6.09
HOMO energy (alpha / beta) = -0.4722 / -0.4813 Ha
HOMO-LUMO gap (alpha / beta) = 6.87 / 4.01 eV

Results of the Mulliken charge analysis, in e, for atoms 1 through 2:
1 N -0.5622
2 C -0.6067


Record 4
C28H49F3InNO8PS3Si | the ωB97M-V functional and the def2-TZVPD basis

```
! wB97M-V def2-TZVPD RIJCOSX def2/J DEFGRID3
* xyz -1 1
C 2.9819 7.3305 2.9238
C 1.4329 7.4033 2.8081
C 0.8239 6.1352 3.4374
C -0.7013 6.0695 3.2755
C -1.3335 4.6640 3.4879
C -0.4885 3.6599 4.3097
C 0.1910 2.6328 3.3500
In -1.0385 0.8342 2.9004
C -2.5971 1.2903 1.3084
O -2.6324 0.6301 0.2940
N -3.5748 2.3816 1.4147
C -3.4915 3.3097 0.3684
O -2.5121 3.9137 0.0050
F -4.6550 3.5387 -0.3025
C 0.3781 -0.6980 1.9751
F 0.7298 -1.6810 2.8972
F -0.3301 -1.3436 0.9699
C 1.5892 0.0355 1.4523
C 2.5860 -0.8266 0.6268
Si 2.1323 -1.0657 -1.2019
C 0.8216 0.2124 -1.6631
C 1.5176 -2.8507 -1.3758
C 3.5963 -0.8963 -2.4042
C 3.7210 0.2769 -3.1242
C 4.7326 0.4586 -4.0468
C 5.6347 -0.5561 -4.2629
C 5.5337 -1.7155 -3.5345
C 4.5295 -1.9022 -2.6201
P -2.0722 -0.2951 4.9358
O -3.5361 -0.8910 4.5053
O -1.2041 -1.6366 5.3513
S -2.3627 0.8650 6.4751
H 3.2519 6.6118 3.7085
H 3.4333 6.9692 1.9959
H 3.4167 8.2873 3.2318
H 1.0649 8.3145 3.2885
H 1.1831 7.4345 1.7407
H 1.3549 5.2337 3.1194
H 1.0224 6.2428 4.5165
H -0.9157 6.3548 2.2324
H -1.2162 6.8093 3.8965
H -2.2662 4.8237 4.0525
H -1.6460 4.1990 2.5469
H -1.2011 3.0852 4.9148
H 0.2013 4.1232 5.0227
H 1.1599 2.2836 3.7324
H 0.3831 3.1398 2.3908
H -3.5744 2.8224 2.3267
H 1.2782 0.9533 0.9426
H 2.1318 0.3833 2.3422
H 2.6962 -1.7993 1.1259
H 3.5755 -0.3505 0.7139
H 0.4105 0.0105 -2.6564
H 0.0501 0.2583 -0.8895
H 1.3059 1.2004 -1.6714
H 0.8170 -3.0647 -0.5615
H 2.3826 -3.5110 -1.2333
H 1.0645 -3.0032 -2.3574
H 3.0315 1.1070 -3.0080
H 4.7670 1.3902 -4.6044
H 6.4111 -0.4112 -5.0096
H 6.2591 -2.5038 -3.7291
H 4.4494 -2.8347 -2.0706
H -3.4489 -1.2848 3.6154
H -0.2712 -1.3888 5.3692
C -7.1302 -3.6916 2.2041
C -6.3990 -4.3707 1.0380
C -5.4654 -3.3277 0.4114
S -5.0421 -2.1825 1.7272
O -5.5937 -0.8949 1.4120
O -3.6520 -2.3526 2.0785
C -6.0572 -2.9427 2.9880
H -7.6509 -4.4146 2.8315
H -7.8694 -2.9867 1.8159
H -5.8118 -5.2101 1.4173
H -7.0960 -4.7667 0.2994
H -4.5546 -3.7775 0.0233
H -5.9632 -2.7619 -0.3738
H -6.4563 -2.1756 3.6474
H -5.4271 -3.6310 3.5514
C 3.1972 -3.6966 -7.5809
C 1.7001 -3.4415 -7.3662
C 1.1841 -4.5167 -6.4020
S 2.5858 -4.9892 -5.3821
O 2.9198 -6.3635 -5.6649
O 2.3789 -4.5181 -4.0401
C 3.7812 -3.9331 -6.1920
H 3.6830 -2.8589 -8.0804
H 3.3352 -4.5861 -8.2009
H 1.5603 -2.4529 -6.9237
H 1.1484 -3.4601 -8.3058
H 0.3893 -4.1412 -5.7620
H 0.8440 -5.4039 -6.9336
H 4.7517 -4.4240 -6.2081
H 3.8398 -3.0034 -5.6239
*
```

Output
HOMO energy = -0.1751 Ha
HOMO-LUMO gap = 6.68 eV

Results of the Mulliken charge analysis, in e, for atoms 1 through 2:
1 C -1.1741
2 C -0.4724


Record 5
C28H49FNO14S2 | the ωB97M-V functional and the def2-TZVPD basis

```
! wB97M-V def2-TZVPD RIJCOSX def2/J DEFGRID3
* xyz 1 1
C 0.0079 -6.4076 1.9951
C -0.6485 -4.9891 1.4074
O 0.3852 -3.9214 1.5999
C -0.2350 -2.7009 2.1364
C 0.6033 -1.3171 1.8877
C 0.2055 -0.0273 2.8589
C -1.0210 -0.2409 3.9545
O -0.6435 -0.3933 5.2348
O -2.4616 -0.2844 3.5768
O -2.7052 0.5227 2.5745
C 1.0424 1.4002 2.6720
C 0.6158 2.6253 3.6702
C 1.9115 2.8294 4.8782
C 2.1317 1.4535 5.9140
O 3.1520 1.8946 4.7019
C 2.2316 1.4919 1.5028
C 3.0355 2.9121 1.3619
O 2.1852 4.1062 1.2379
C 1.0466 3.8946 0.3314
N 2.5690 0.2620 0.6333
C 3.6641 0.2458 -0.4243
C 3.0082 0.4504 -1.9494
C 3.0487 -0.9132 -2.8585
C 3.1722 -0.6708 -4.4749
C 3.2132 -2.1959 -5.1606
C 1.7390 -2.9183 -5.2003
O 0.6419 -2.0227 -5.6185
C -0.3004 -1.8044 -4.4903
C -0.4412 -0.3400 -3.7003
O -1.1047 -2.7875 -4.0189
C 1.7919 -1.0625 0.7901
F 2.1314 -2.2186 -0.1193
H -0.3919 -7.3301 1.3940
H -0.2164 -6.5393 3.1515
H 1.1747 -6.3318 1.8180
H -1.6323 -4.7850 2.0101
H -0.8702 -5.2061 0.2679
H -0.2854 -2.8531 3.3195
H -1.3480 -2.5236 1.7979
H -3.4580 0.0896 2.0381
H -0.3298 2.4322 4.3301
H 0.4804 3.6688 3.1615
H 2.0568 3.9676 5.3854
H 2.9866 1.4939 6.7242
H 1.9109 0.4153 5.3938
H 3.8256 2.9610 0.5010
H 3.6519 3.0468 2.3752
H 1.3386 3.4153 -0.6957
H 0.6235 4.9804 0.0721
H 0.1413 3.3434 0.8737
H 4.5100 1.0411 -0.2589
H 4.2284 -0.8046 -0.4901
H 1.8719 0.7821 -1.8327
H 3.5451 1.2997 -2.5494
H 2.0153 -1.4857 -2.6870
H 3.8907 -1.6659 -2.5484
H 4.2422 -0.2116 -4.6826
H 2.3132 -0.0283 -4.9495
H 3.8952 -2.8651 -4.4537
H 3.7393 -2.1847 -6.2156
H 1.4526 -3.3258 -4.1215
H 1.7711 -3.8889 -5.8927
H -1.5438 0.0971 -3.8085
H 0.2910 0.4162 -4.2136
H -0.1213 -0.4277 -2.5602
O -3.5746 -5.3439 3.0124
S -4.7973 -5.3485 3.7842
O -5.5863 -6.5494 3.9688
O -5.7727 -4.1606 3.2393
C -6.1291 -4.1522 1.8628
C -7.1471 -5.2314 1.5430
C -4.4619 -4.6593 5.3833
H -5.2385 -4.2473 1.2324
H -6.5713 -3.1726 1.6506
H -6.7195 -6.2298 1.6767
H -7.4887 -5.1498 0.5085
H -8.0103 -5.1579 2.2122
H -3.8976 -3.7327 5.2616
H -3.8703 -5.3882 5.9430
H -5.4078 -4.4776 5.8971
O 2.3997 6.5318 -3.9149
S 1.1769 6.5273 -3.1431
O 0.3880 5.3264 -2.9586
O 0.2015 7.7152 -3.6881
C -0.1548 7.7236 -5.0645
C -1.1728 6.6444 -5.3843
C 1.5123 7.2165 -1.5440
H 0.7358 7.6285 -5.6949
H -0.5971 8.7032 -5.2768
H -0.7452 5.6459 -5.2507
H -1.5145 6.7260 -6.4189
H -2.0361 6.7178 -4.7151
H 2.0767 8.1430 -1.6657
H 2.1040 6.4876 -0.9843
H 0.5664 7.3982 -1.0303
*
```

Output
HOMO energy = -0.4521 Ha
HOMO-LUMO gap = 7.32 eV

Results of the Mulliken charge analysis, in e, for atoms 1 through 2:
1 C -0.9812
2 C 0.1802


Short version: strongest force on any atom = 0.0353, 0.0363, 0.0567, 0.0461, 0.1796 Eh/bohr, in the order given.
Short version: total energy = -5033.62558, -3948.50643, -6012.16105, -4068.25413, -3099.48018 hartree, in the order given.